C6H9N in the gas phase in a non-equilibrium geometry, computed with the ωB97M-V functional and the def2-TZVPD basis.

Calculated values
SMILES: Cc1cc[nH]c1C
LUMO (eV): 1.0339
Net charge: 0
E_HOMO (Eh): -0.2760
F_max (eV/A): 3.457
Total energy (eV): -7856.1748
Gap between HOMO and LUMO (eV): 8.55
ΔE to the lowest compared entry with this formula, charge and spin (kcal/mol): 45.8

Structure (XYZ):
```
16
Properties=species:S:1:pos:R:3:forces:R:3:lowdin_charge:R:1
N -0.6281 1.2850 0.6362 -0.11 3.15 0.33 -0.0237
C -1.6333 -0.4170 -0.2170 -0.83 -3.13 -0.47 -0.1148
C 0.4148 0.5360 0.0700 -1.68 -1.03 1.37 -0.2287
C 1.6955 1.3591 -0.2246 0.86 -1.85 0.13 -0.0566
C -1.8671 0.8170 0.3170 -0.30 -1.24 0.94 -0.1664
C 0.3926 -2.1336 -0.2255 0.92 0.58 -1.14 -0.0711
C -0.2394 -0.7556 -0.1779 1.51 3.09 -0.36 -0.2356
H -0.5683 2.1495 1.2470 0.50 -1.46 -1.67 0.1774
H -2.4152 -1.1678 -0.5689 1.04 1.20 0.81 0.1207
H -2.8249 1.0877 0.7965 0.93 0.42 -0.54 0.1151
H 2.2261 0.9352 -1.1864 -0.85 0.80 2.12 0.1031
H 2.3994 1.3548 0.7020 -0.90 0.12 -1.81 0.0887
H 1.3629 2.3882 -0.4573 0.33 -0.55 0.19 0.0604
H -0.0963 -2.7609 0.5214 -0.10 -0.13 -0.32 0.0675
H 0.2795 -2.5182 -1.2634 0.06 -0.36 0.80 0.0744
H 1.5018 -2.1592 0.0307 -1.40 0.39 -0.38 0.0896
```
Forces are in eV/Å.

***

C6H9N in the gas phase in a non-equilibrium geometry, computed with the ωB97M-V functional and the def2-TZVPD basis.

Calculated values
SMILES: Cc1c[nH]c(C)c1
LUMO (eV): 1.0513
Net charge: 0
E_HOMO (Eh): -0.2900
F_max (eV/A): 1.875
Total energy (eV): -7857.3560
Gap between HOMO and LUMO (eV): 8.94
ΔE to the lowest compared entry with this formula, charge and spin (kcal/mol): 18.5

Structure (XYZ):
```
16
Properties=species:S:1:pos:R:3:forces:R:3:lowdin_charge:R:1
N 0.6896 1.2745 0.1201 -0.09 -0.19 0.21 0.0507
C -0.6983 1.3055 0.0565 -0.13 -0.80 0.88 -0.1140
C 1.1219 -0.0139 0.0007 -0.03 0.01 0.01 -0.3258
C 0.0063 -0.8223 -0.0806 0.28 -0.24 -0.40 -0.0219
C -2.5757 -0.3957 -0.1402 -0.01 -0.15 -0.05 -0.0611
C 2.5710 -0.3737 -0.0378 0.09 -0.02 -0.02 -0.0367
C -1.1320 0.0044 -0.0543 -0.03 -0.26 -0.38 -0.3165
H 3.0805 -0.0939 0.8918 -0.08 -0.01 -0.11 0.0775
H -2.7493 -0.8337 -1.1300 -0.13 0.02 0.16 0.0772
H 3.0921 0.1197 -0.8647 -0.07 -0.05 0.06 0.0780
H -2.8563 -1.1473 0.6052 0.09 0.07 -0.08 0.0743
H 0.0150 -1.8954 -0.1666 0.11 -0.11 -0.09 0.1060
H 2.6853 -1.4526 -0.1665 -0.04 0.15 0.01 0.0775
H -3.2599 0.4584 -0.0411 0.32 -0.14 0.02 0.0755
H -1.2974 1.7522 0.8228 -0.15 1.86 -0.22 0.1114
H 1.2909 2.0770 0.2174 -0.14 -0.14 0.01 0.1480
```
Forces are in eV/Å.

***

C6H9N in the gas phase in a non-equilibrium geometry, computed with the ωB97M-V functional and the def2-TZVPD basis.

Calculated values
SMILES: Cc1cc[nH]c1C
LUMO (eV): 0.9914
Net charge: 0
E_HOMO (Eh): -0.2739
F_max (eV/A): 1.073
Total energy (eV): -7856.2637
Gap between HOMO and LUMO (eV): 8.44
ΔE to the lowest compared entry with this formula, charge and spin (kcal/mol): 43.7

Structure (XYZ):
```
16
Properties=species:S:1:pos:R:3:forces:R:3:lowdin_charge:R:1
N 0.9750 0.9079 -0.8453 0.21 0.37 0.47 0.0095
C -1.2790 -1.7881 0.0542 0.11 0.06 0.15 -0.0547
C -0.2859 0.5701 -0.4121 -0.08 -0.08 0.03 -0.2822
C 1.2128 -1.0232 0.1898 0.01 -0.11 -0.34 -0.0510
C -0.7979 1.7526 0.3882 -0.40 0.10 -0.08 -0.0489
C -0.1800 -0.7512 0.0646 0.09 0.05 -0.27 -0.2576
C 1.8934 0.0537 -0.3534 0.21 0.03 0.09 -0.1236
H -0.7157 2.7061 -0.1463 -0.36 -0.21 -0.13 0.0688
H 1.6609 -1.9169 0.6107 -0.10 0.16 -0.14 0.0991
H -1.0176 -2.6790 0.6355 -0.07 0.23 0.07 0.0704
H -2.2729 -1.4277 0.3512 0.32 0.05 0.06 0.0737
H 1.1624 1.7568 -1.3525 0.17 0.18 0.56 0.1497
H -1.3667 -2.1200 -0.9922 -0.08 0.04 0.31 0.0806
H 2.8751 0.4775 -0.2267 0.51 -0.81 -0.49 0.1078
H -1.7910 1.6252 0.8104 -0.10 0.06 -0.12 0.0691
H -0.0730 1.8561 1.2238 -0.42 -0.13 -0.16 0.0894
```
Forces are in eV/Å.

***

C6H9N in the gas phase in a non-equilibrium geometry, computed with the ωB97M-V functional and the def2-TZVPD basis.

Calculated values
LUMO (spin up / spin down) (eV): 0.3343 / 0.8203
Net charge: 0
E_HOMO (spin up / spin down) (Eh): -0.2469 / -0.2858
F_max (eV/A): 2.035
Total energy (eV): -7853.1527
Gap between HOMO and LUMO (spin up / spin down) (eV): 7.05 / 8.60
ΔE to the lowest compared entry with this formula, charge and spin (kcal/mol): 115.5

Structure (XYZ):
```
16
Properties=species:S:1:pos:R:3:forces:R:3:lowdin_charge:R:1
N 1.1330 -0.4079 -0.9777 0.91 -0.23 -0.19 -0.0545
C -0.4340 -0.2461 0.8940 0.69 -1.76 -0.76 -0.3171
C -1.0188 -1.0646 -0.4437 -0.38 0.13 1.60 -0.1273
C -0.1417 -0.5320 -1.4454 -0.25 0.28 -1.24 -0.1409
C -1.0717 1.0146 0.9738 -0.53 1.23 0.23 0.0210
C 1.0898 -0.3320 0.4482 -0.43 0.33 0.75 -0.2237
C 1.6286 0.8135 -0.3330 -0.14 0.29 0.03 -0.0602
H -1.3771 1.4410 1.9240 0.06 -0.04 -0.15 0.0510
H -0.8365 -2.1045 -0.1438 -0.07 -0.03 -0.31 0.1137
H 0.9746 1.6885 -0.3629 0.25 -0.15 -0.09 0.1006
H -2.0858 -0.9168 -0.6333 0.16 -0.01 0.10 0.1088
H 2.6966 0.9802 -0.4357 -0.16 -0.01 0.05 0.1021
H 1.7352 -0.9841 1.0318 -0.09 0.10 -0.10 0.1372
H -0.5296 -0.8144 1.8283 -0.08 0.03 -0.22 0.1231
H -0.4168 -0.0894 -2.3969 0.02 -0.13 0.17 0.1080
H -1.3457 1.5539 0.0723 0.03 -0.04 0.12 0.0583
```
Forces are in eV/Å.

***

A molecular structure, C6H9N, computed with the ωB97M-V functional and the def2-TZVPD basis.

Calculated values
LUMO (eV): 1.0239
Net charge: 0
E_HOMO (Eh): -0.2482
F_max (eV/A): 0.264
Total energy (eV): -7853.5787
Gap between HOMO and LUMO (eV): 7.78
ΔE to the lowest compared entry with this formula, charge and spin (kcal/mol): 105.6

Structure (XYZ):
```
16
Properties=species:S:1:pos:R:3:forces:R:3:lowdin_charge:R:1
N -0.5118 0.3382 -0.9763 0.08 -0.09 0.01 -0.1941
C 0.9693 -1.0412 1.5750 0.08 0.11 0.08 0.0025
C 0.9495 0.2846 1.4115 0.05 -0.16 0.11 -0.1716
C 0.7616 -0.0806 -0.9917 -0.07 0.00 -0.16 -0.0963
C -0.3441 1.4287 -0.1710 -0.23 0.03 0.06 -0.0774
C -1.7121 -0.4118 -1.2708 -0.11 0.01 -0.13 -0.0105
C 1.1047 0.9359 0.0569 0.24 0.06 0.09 -0.2659
H 1.2964 -1.6909 0.7700 -0.14 0.05 0.13 0.0496
H -1.8797 -1.0978 -0.4319 -0.03 0.12 -0.18 0.0990
H 0.7085 0.9397 2.2495 0.09 -0.08 -0.12 0.1001
H 1.9525 1.6160 -0.0642 -0.16 -0.15 0.03 0.1312
H 1.2539 -0.6812 -1.7435 -0.07 0.07 0.08 0.1094
H 0.6612 -1.5165 2.5017 0.18 0.15 0.03 0.0498
H -1.0745 1.6875 0.5934 0.02 -0.18 -0.05 0.0898
H -1.5758 -0.9902 -2.1868 -0.04 0.10 0.08 0.0928
H -2.5616 0.2655 -1.3711 0.12 -0.06 -0.04 0.0916
```
Forces are in eV/Å.

***

A molecular structure, C6H9N, computed with the ωB97M-V functional and the def2-TZVPD basis.

Calculated values
LUMO (eV): 1.1079
Net charge: 0
E_HOMO (Eh): -0.2901
F_max (eV/A): 0.627
Total energy (eV): -7851.1846
Gap between HOMO and LUMO (eV): 9.00
ΔE to the lowest compared entry with this formula, charge and spin (kcal/mol): 160.8

Structure (XYZ):
```
16
Properties=species:S:1:pos:R:3:forces:R:3:lowdin_charge:R:1
N 1.9837 -1.3069 0.2669 0.31 0.07 -0.39 0.0252
C 2.2669 -0.9400 -0.9121 -0.07 -0.11 0.13 -0.1279
C -2.2418 1.9168 -0.2753 -0.14 -0.39 -0.12 0.1546
C -0.2787 0.6196 0.1082 0.02 -0.11 0.13 -0.0923
C -0.4514 0.0991 1.5154 -0.05 0.09 -0.03 -0.1773
C -2.0745 0.7911 -0.7134 0.08 0.58 0.22 -0.1647
C -1.0094 -0.1841 -0.9546 0.09 -0.06 -0.06 -0.2534
H -0.7565 0.9023 2.1932 0.03 -0.08 -0.14 0.0683
H -1.0689 -0.7954 1.7033 -0.04 0.19 -0.27 0.0770
H -1.2695 -1.2353 -0.7874 0.05 0.20 0.21 0.1129
H -2.5132 2.9078 0.0128 -0.03 -0.12 0.03 0.0574
H 2.7247 -1.0271 0.9143 -0.02 -0.11 -0.06 0.0514
H 3.1899 -0.4288 -1.2073 -0.12 0.00 0.10 0.0702
H 1.5471 -1.1392 -1.7098 0.14 -0.03 0.08 0.0535
H 0.5736 -0.1549 1.8118 -0.18 0.04 -0.02 0.0461
H -0.6218 -0.0253 -1.9662 -0.05 -0.14 0.18 0.0992
```
Forces are in eV/Å.

***

C6H9N in the gas phase in a non-equilibrium geometry, computed with the ωB97M-V functional and the def2-TZVPD basis.

Calculated values
SMILES: CC#CC/C=N\C
LUMO (spin up / spin down) (eV): 0.4168 / 0.4170
Net charge: 0
E_HOMO (spin up / spin down) (Eh): -0.2965 / -0.2965
F_max (eV/A): 1.858
Total energy (eV): -7853.1279
Gap between HOMO and LUMO (spin up / spin down) (eV): 8.49 / 8.49
ΔE to the lowest compared entry with this formula, charge and spin (kcal/mol): 116.0

Structure (XYZ):
```
16
Properties=species:S:1:pos:R:3:forces:R:3:lowdin_charge:R:1
N 2.3454 -0.4512 1.0877 -0.70 -0.83 -1.32 -0.0271
C 1.1587 -0.4348 0.6617 -0.81 -0.46 0.75 -0.2136
C 3.0579 -0.0021 -0.1265 1.46 0.52 0.19 -0.1466
C 0.3210 0.7971 0.3445 -0.14 0.09 -0.12 -0.1682
C -3.5312 -0.3974 -0.4550 -0.16 -0.04 -0.03 -0.1078
C -2.1547 -0.0140 -0.1661 0.36 0.23 0.03 -0.0822
C -1.0402 0.3807 0.0517 -0.70 0.04 -0.21 -0.0642
H 4.0008 0.1221 0.3401 1.59 0.52 -0.80 0.0556
H 2.7376 0.8865 -0.6901 -0.01 -0.06 0.43 0.0736
H 0.6940 1.4846 -0.4205 0.10 -0.24 0.03 0.1110
H 0.3462 1.3583 1.2915 -0.08 -0.05 -0.24 0.1314
H 0.6789 -1.3986 0.5101 -1.21 -0.22 0.96 0.1200
H -4.1323 0.5008 -0.6259 0.02 -0.15 0.01 0.0787
H -3.5849 -1.0207 -1.3521 -0.01 0.06 0.12 0.0768
H 3.0756 -0.8598 -0.8295 0.21 0.51 0.31 0.0853
H -3.9727 -0.9514 0.3784 0.06 0.06 -0.11 0.0771
```
Forces are in eV/Å.

***

C6H9N in the gas phase in a non-equilibrium geometry, computed with the ωB97M-V functional and the def2-TZVPD basis.

Calculated values
SMILES: C[C@@H]1[C@H](C)[C@@H]1C#N
LUMO (eV): 0.7556
Net charge: 0
E_HOMO (Eh): -0.3257
F_max (eV/A): 2.085
Total energy (eV): -7854.9679
Gap between HOMO and LUMO (eV): 9.62
ΔE to the lowest compared entry with this formula, charge and spin (kcal/mol): 73.6

Structure (XYZ):
```
16
Properties=species:S:1:pos:R:3:forces:R:3:lowdin_charge:R:1
N -1.1591 1.7296 2.1013 0.70 -0.13 -0.95 0.1424
C 0.1734 1.4699 -0.1116 -1.05 -0.52 -0.58 -0.1272
C -0.1904 0.0734 -1.0258 0.36 -0.93 0.13 -0.2387
C -0.5572 1.5946 1.1162 -0.85 -0.06 0.58 -0.2625
C 1.0604 0.2605 -0.2670 0.13 -0.44 -0.29 -0.3185
C 1.2827 -0.7113 0.8737 0.06 0.06 0.10 -0.0523
C -1.3306 -0.8147 -0.6417 0.00 -0.17 0.13 -0.0579
H -0.0288 0.1991 -2.1032 -0.40 0.39 0.35 0.1435
H 1.5257 -1.6872 0.4343 0.00 0.16 0.17 0.0878
H -1.7149 -0.5612 0.3496 0.05 -0.15 -0.07 0.0786
H 2.1180 -0.4054 1.5058 -0.08 0.01 -0.02 0.0836
H -0.9828 -1.8499 -0.6396 -0.19 -0.11 0.06 0.0859
H -0.4909 1.6011 -1.0243 0.94 1.82 0.38 0.1378
H -2.1578 -0.7261 -1.3540 0.20 0.00 0.12 0.0857
H 1.9520 0.4209 -0.8666 -0.01 -0.03 0.03 0.1323
H 0.3990 -0.8353 1.5072 0.14 0.10 -0.12 0.0794
```
Forces are in eV/Å.

***

Q: What is the total energy in the fourth record?
A: -7853.1527 eV